The following is a quantum chemistry calculation of a structure of composition C41H45CsN7O7 at a distorted geometry, from OMol25.

Last column: Löwdin charge in e.
Positions of all 101 atoms, in Å:
Cs  0.767  -0.683  -1.205  1.30
C  -2.138  2.146  1.968  -0.22
C  -2.935  0.868  2.184  -0.24
N  -2.941  0.073  0.970  -0.05
C  -3.139  -1.333  1.185  -0.18
C  -1.992  -2.099  1.838  -0.25
C  -2.127  -3.451  2.147  -0.05
C  -1.030  -4.134  2.638  -0.07
C  0.162  -3.451  2.822  -0.04
C  0.201  -2.095  2.524  -0.25
C  1.476  -1.292  2.765  -0.17
N  1.571  -0.062  2.033  -0.08
C  1.442  1.187  2.743  -0.22
C  -0.004  1.588  3.008  -0.24
N  -0.724  1.870  1.789  -0.05
N  -0.855  -1.442  2.046  0.18
H  -2.503  2.623  1.055  0.12
H  -2.329  2.834  2.811  0.11
H  -2.520  0.319  3.042  0.10
H  -3.963  1.143  2.454  0.11
H  -2.074  0.238  0.458  0.06
H  -4.044  -1.487  1.786  0.12
H  -3.332  -1.809  0.217  0.10
H  -3.072  -3.955  1.977  0.11
H  -1.095  -5.193  2.862  0.10
H  1.049  -3.957  3.183  0.11
H  1.531  -1.088  3.845  0.12
H  2.326  -1.943  2.538  0.12
H  2.274  -0.052  1.314  0.07
H  1.966  1.155  3.714  0.11
H  1.930  1.963  2.147  0.12
H  -0.500  0.757  3.517  0.10
H  -0.009  2.441  3.712  0.11
H  -0.273  2.600  1.255  0.10
C  -3.492  -5.910  -4.818  -0.06
O  -4.191  -4.678  -4.968  -0.11
C  -3.568  -3.770  -5.802  -0.24
C  -3.396  -4.012  -7.151  -0.03
C  -2.759  -3.073  -7.954  -0.11
C  -2.296  -1.899  -7.379  -0.09
C  -2.468  -1.650  -6.025  -0.01
C  -3.121  -2.578  -5.214  -0.16
N  -3.334  -2.419  -3.848  0.14
C  -2.545  -1.533  -3.059  -0.36
N  -2.876  -0.248  -3.283  0.14
C  -2.307  1.028  -2.916  -0.22
C  -1.413  1.221  -1.864  -0.22
C  -1.044  2.569  -1.696  -0.20
C  -1.532  3.628  -2.455  -0.12
C  -2.425  3.376  -3.489  -0.06
C  -2.797  2.066  -3.722  -0.26
O  -3.701  1.760  -4.747  -0.14
C  -3.208  2.040  -6.044  -0.10
N  -1.675  -1.992  -2.228  0.05
C  -1.417  -3.372  -2.257  -0.25
C  -1.951  -4.241  -1.318  -0.02
C  -1.626  -5.596  -1.317  -0.10
C  -0.748  -6.092  -2.260  -0.11
C  -0.190  -5.240  -3.214  -0.04
C  -0.524  -3.894  -3.217  -0.24
O  -0.042  -2.981  -4.096  -0.09
C  0.846  -3.435  -5.097  -0.06
H  -3.467  -6.471  -5.755  0.08
H  -4.032  -6.486  -4.070  0.09
H  -2.471  -5.732  -4.469  0.08
H  -3.767  -4.938  -7.572  0.11
H  -2.626  -3.261  -9.011  0.09
H  -1.784  -1.163  -7.987  0.10
H  -2.079  -0.742  -5.586  0.10
H  -3.533  -3.296  -3.391  0.13
H  -3.650  -0.152  -3.922  0.13
H  -0.324  2.825  -0.916  0.06
H  -1.221  4.649  -2.250  0.08
H  -2.832  4.174  -4.098  0.10
H  -3.126  3.116  -6.219  0.08
H  -3.913  1.612  -6.757  0.09
H  -2.221  1.588  -6.191  0.09
H  -2.619  -3.832  -0.571  0.09
H  -2.054  -6.251  -0.568  0.10
H  -0.478  -7.140  -2.262  0.10
H  0.507  -5.632  -3.941  0.10
H  1.091  -2.563  -5.698  0.10
H  0.372  -4.191  -5.730  0.09
H  1.763  -3.838  -4.658  0.10
O  3.277  -1.645  -1.555  -0.21
C  3.485  -0.448  -1.859  -0.85
O  3.101  0.561  -1.220  -0.24
C  4.193  -0.195  -3.179  -0.13
C  3.702  0.768  -4.050  -0.02
C  4.299  1.006  -5.295  0.01
C  5.412  0.262  -5.594  -0.22
O  6.176  0.290  -6.744  0.01
C  7.275  -0.578  -6.489  -0.16
O  7.016  -1.293  -5.287  0.02
C  5.911  -0.684  -4.724  -0.21
C  5.323  -0.952  -3.516  0.07
H  2.844  1.352  -3.745  0.12
H  3.909  1.742  -5.984  0.11
H  8.187  0.017  -6.370  0.13
H  7.373  -1.285  -7.314  0.13
H  5.684  -1.726  -2.854  0.13

E_HOMO: -3.7 eV
Charge: -1
E_LUMO: 0.0769 Ha
E: -2519.4656 a.u.
Kohn-Sham gap: 5.776 eV
Multiplicity: 1